C35H45F6IrN7O5S2Si | the ωB97M-V functional and the def2-TZVPD basis

XYZ file:
```
102
Properties=species:S:1:pos:R:3:mulliken_charge:R:1
Ir 0.139 0.473 0.097 5.2135
C 0.979 -0.818 7.155 -1.5747
C -0.366 -0.395 6.539 1.8825
C -0.781 0.977 7.100 -1.5382
C -1.431 -1.424 6.921 -2.0523
C -0.200 -0.270 5.037 0.8375
C -0.925 -1.030 4.125 -0.8668
C -0.728 -0.847 2.768 -2.0632
N 0.137 0.042 2.284 0.2609
C 0.873 0.784 3.139 -0.1510
C 0.717 0.641 4.504 -0.7915
C 1.834 1.718 2.524 0.4514
C 2.718 2.510 3.239 -0.7964
C 3.615 3.364 2.590 0.3612
C 3.538 3.388 1.197 -0.9781
C 2.625 2.580 0.547 -1.3340
N 1.806 1.755 1.189 0.6897
C 4.616 4.187 3.385 1.6474
C 5.559 3.218 4.119 -1.6050
C 3.868 5.057 4.406 -1.5658
C 5.448 5.100 2.482 -2.1216
H 0.850 -0.955 8.229 0.4753
H 1.754 -0.066 7.005 0.3213
H 1.320 -1.764 6.733 0.3715
H -0.914 0.894 8.178 0.4595
H -1.728 1.302 6.665 0.3602
H -0.026 1.742 6.914 0.3232
H -1.502 -1.473 8.007 0.4529
H -1.172 -2.422 6.564 0.4053
H -2.415 -1.145 6.541 0.4102
H -1.647 -1.766 4.444 0.6687
H -1.278 -1.438 2.052 0.3653
H 1.316 1.243 5.170 0.6000
H 2.726 2.469 4.318 0.5596
H 4.194 4.013 0.609 0.6777
H 2.553 2.579 -0.536 0.5928
H 5.027 2.595 4.839 0.3218
H 6.307 3.795 4.662 0.4667
H 6.079 2.567 3.414 0.3582
H 3.375 4.457 5.173 0.3183
H 3.115 5.666 3.917 0.3533
H 4.578 5.716 4.905 0.4763
H 6.049 4.530 1.772 0.4050
H 6.132 5.679 3.100 0.4561
H 4.814 5.803 1.939 0.4278
C 3.474 -1.208 1.061 -1.0637
C 3.243 -0.902 -0.380 0.3919
C 4.160 -1.328 -1.375 -0.9697
C 3.925 -1.017 -2.706 -0.8222
C 2.768 -0.349 -3.058 -0.8915
C 1.854 -0.012 -2.028 0.6354
N 2.177 -0.227 -0.731 -0.1493
N 0.657 0.531 -2.170 -0.2695
Si -0.347 0.635 -3.624 0.3837
C -0.269 -0.994 -4.573 -1.0200
C 0.407 2.109 -4.595 -1.4131
C -2.135 1.092 -3.279 -0.9683
H 4.133 -0.457 1.505 0.2076
H 3.961 -2.176 1.167 0.5794
H 2.528 -1.214 1.601 -0.1246
H 5.039 -1.885 -1.080 0.5723
H 4.636 -1.309 -3.468 0.4693
H 2.554 -0.076 -4.082 0.6578
H 0.747 -1.315 -4.804 0.3890
H -0.822 -0.879 -5.505 0.4334
H -0.749 -1.766 -3.973 0.1626
H 0.710 1.774 -5.588 0.4016
H 1.280 2.537 -4.100 0.3307
H -0.341 2.891 -4.721 0.4047
H -2.760 0.207 -3.379 0.3467
H -2.484 1.845 -3.984 0.5088
H -2.280 1.461 -2.265 0.0379
F -3.592 0.100 2.118 -0.1453
C -4.228 -0.623 1.185 0.5277
F -5.267 0.049 0.745 -0.1892
F -4.611 -1.768 1.718 -0.2034
S -3.026 -0.927 -0.214 0.8144
O -2.152 0.260 -0.167 -0.8239
O -3.749 -1.111 -1.418 -0.5405
N -2.263 -2.182 0.367 -0.4042
S -1.011 -2.639 -0.473 0.5483
O -1.214 -2.850 -1.865 -0.6299
O 0.165 -1.820 -0.137 -0.6671
C -0.587 -4.230 0.384 0.4661
F -0.322 -3.932 1.660 -0.1519
F 0.505 -4.715 -0.187 -0.1694
F -1.565 -5.102 0.322 -0.1697
N -1.622 4.576 3.806 -0.3202
C -0.713 5.063 2.930 0.2240
O 0.171 5.836 3.226 -0.5778
C -0.759 4.523 1.527 0.5041
C -0.500 5.357 0.444 -0.6519
C -0.373 4.800 -0.816 -1.0664
C -0.409 3.422 -0.943 -0.3202
N -0.632 2.620 0.100 0.2010
C -0.856 3.162 1.301 -0.3978
H -1.638 4.993 4.724 0.2776
H -2.450 4.094 3.499 0.2170
H -0.408 6.425 0.594 0.5291
H -0.217 5.428 -1.682 0.5299
H -0.258 2.932 -1.896 0.2661
H -1.116 2.484 2.104 0.5697
```

As for the multiplicity: 2. The value obtained for the LUMO energy (spin up / spin down) is -8.63 / -8.07 eV. The calculation puts the HOMO energy (spin up / spin down) at -13.103 / -13.272 eV. For the frontier orbital gap (spin up / spin down), the calculation gives 0.1644 / 0.1913 Eh. The energy relative to the best compared isomer or geometry (same formula, charge and spin) comes out at 0.7335 eV. The calculation puts the energy at -3909.0903 hartree. The total charge is +2.